ORCA calculation (ωB97M-V/def2-TZVPD) on a molecular structure, C33H31AsBrIN5O7STi.

Each line ends with the Löwdin charge.
Cartesian coordinates (Å):
Ti: 0.054 0.427 0.694  1.1134
Br: -7.164 0.735 -0.741  0.6744
C: -5.265 0.822 -0.689  -0.6961
C: -4.632 2.026 -0.939  -0.1325
C: -3.253 2.074 -0.883  0.0117
C: -2.490 0.943 -0.552  -0.2926
O: -1.187 1.049 -0.436  -0.1578
C: -3.163 -0.279 -0.313  -0.0985
C: -2.401 -1.496 0.135  -0.2259
N: -1.124 -1.616 -0.421  0.0556
C: -0.492 -2.800 -0.313  -0.2336
C: -0.926 -3.875 0.489  -0.0534
C: -0.105 -4.972 0.771  -0.1198
C: 1.155 -5.077 0.243  -0.1059
C: 1.591 -4.113 -0.695  -0.1769
C: 2.845 -4.192 -1.335  -0.0391
C: 3.167 -3.288 -2.308  -0.0701
C: 2.184 -2.366 -2.703  -0.1520
N: 1.027 -2.236 -2.105  0.1255
C: 0.746 -3.027 -1.052  -0.1589
C: -4.548 -0.318 -0.379  -0.0917
H: -5.207 2.914 -1.159  0.0971
H: -2.721 3.002 -1.051  0.1254
H: -3.031 -2.389 0.005  0.1398
H: -1.910 -3.853 0.939  0.0851
H: -0.472 -5.738 1.445  0.0942
H: 1.806 -5.904 0.503  0.0955
H: 3.532 -4.982 -1.046  0.1061
H: 4.134 -3.301 -2.794  0.0932
H: 2.361 -1.706 -3.548  0.1035
H: -5.071 -1.242 -0.170  0.1098
C: -3.521 -1.483 2.450  -0.0263
C: -2.213 -1.317 1.796  -0.2417
N: -1.579 -0.062 1.945  0.0335
C: -2.361 0.991 2.224  -0.1743
C: -3.731 0.895 2.636  -0.1515
C: -4.265 -0.413 2.804  -0.0343
C: -4.434 2.081 2.878  -0.0409
C: -3.833 3.308 2.757  -0.0271
C: -2.451 3.431 2.419  -0.1700
C: -1.761 4.645 2.359  -0.0530
C: -0.381 4.606 2.093  -0.0836
C: 0.248 3.412 1.848  -0.1455
N: -0.389 2.215 1.820  0.0168
C: -1.725 2.246 2.152  -0.1542
H: -3.896 -2.494 2.556  0.1110
H: -1.513 -2.118 2.047  0.1206
H: -5.250 -0.532 3.240  0.1138
H: -5.481 2.013 3.151  0.1102
H: -4.400 4.213 2.939  0.1044
H: -2.269 5.581 2.551  0.0953
H: 0.202 5.517 2.096  0.0926
H: 1.312 3.391 1.682  0.0797
C: 3.447 0.052 3.424  -0.1770
As: 2.064 -1.135 2.699  1.0572
C: 2.802 -2.942 2.740  -0.1623
C: 1.049 -1.231 4.420  -0.1996
O: 0.719 -0.989 1.729  -0.5228
H: 3.879 -0.462 4.283  0.0403
H: 2.962 0.974 3.735  0.0419
H: 4.199 0.262 2.671  0.0354
H: 3.158 -3.173 3.743  0.0357
H: 3.609 -2.996 2.013  0.0328
H: 2.007 -3.629 2.452  0.0272
H: 1.678 -1.369 5.299  0.0219
H: 0.330 -2.049 4.352  0.0272
H: 0.483 -0.301 4.510  0.0288
O: 3.614 0.894 -0.674  -0.2771
S: 2.597 0.275 0.136  0.3277
O: 2.155 1.168 1.261  -0.4181
O: 1.354 0.008 -0.631  -0.3470
O: 3.143 -0.970 0.752  -0.3925
N: 2.875 3.778 -0.364  0.1545
C: 1.868 3.363 -1.176  -0.6210
O: 0.914 2.694 -0.811  0.0279
C: 1.827 3.956 -2.568  -0.5190
I: 3.706 3.957 -3.614  0.7591
H: 2.987 3.159 0.429  0.0792
H: 3.744 4.016 -0.814  0.0353
H: 1.533 5.002 -2.509  0.0491
H: 1.120 3.408 -3.179  0.0539

Summary:
Total charge: -1
ΔE to the lowest compared entry with this formula, charge and spin (kcal/mol): 63.65
2S+1: 3
HOMO energy (alpha / beta) (Ha): -0.0968 / -0.1393
Frontier orbital gap (alpha / beta) (eV): 4.685 / 4.895
⟨S²⟩: 2.062